[1]
Below is a molecular structure, C4H9NO4Rb in a non-equilibrium geometry, with properties calculated with the ωB97M-V functional and the def2-TZVPD basis.

Cartesian coordinates (Å):
Rb  -2.49813  -0.63955  -3.16656
C  -0.12081  1.04091  -0.59378
C  0.97903  0.41309  0.20871
O  1.18700  0.64222  1.33967
N  1.81035  -0.61865  -0.53207
H  1.15118  -1.34164  -0.82629
H  2.10880  -0.12402  -1.37698
C  3.05652  -0.97710  0.24112
H  0.32621  1.69956  -1.34663
H  -0.71039  1.74367  -0.00659
H  -0.81705  0.27297  -0.94500
H  3.51108  -1.91179  -0.07413
H  2.79234  -1.15847  1.28269
H  3.72251  -0.12079  0.26723
O  -3.19006  1.16614  1.44022
C  -3.30545  -0.00752  0.77800
O  -3.28998  0.02263  -0.49702
O  -3.38624  -1.06275  1.43407
H  -3.32692  0.96108  2.37331

Calculated values
E ... -14622.5843 eV
Relative energy (zero: lowest compared OMol25 entry of this formula, charge and spin) ... 0.00 kJ/mol
LUMO level ... -0.1627 Eh
Total charge ... +1
HOMO-LUMO gap ... 5.897 eV
Multiplicity ... 1

[2]
Below is a gas-phase ion, C6H14NO (charge +1) in a non-equilibrium geometry, with properties calculated with the ωB97M-V functional and the def2-TZVPD basis.

Cartesian coordinates (Å):
O  -0.95840  2.35611  -0.85002
C  -0.19618  1.42809  -0.96973
C  0.46256  0.70437  0.21085
C  0.14610  -0.81815  0.48105
C  1.28861  -1.37042  1.44432
C  0.24684  -1.58860  -0.74425
C  -1.05964  -1.94173  -1.51160
N  -0.06000  1.59111  1.48352
H  0.10930  1.04489  -1.99782
H  1.56386  0.86491  0.31734
H  -0.86481  -0.87874  0.95680
H  2.15816  -1.89503  0.98030
H  1.05272  -2.10539  2.17830
H  1.66470  -0.82437  2.30953
H  0.62630  -2.78278  -0.64705
H  0.95102  -1.18737  -1.49888
H  -0.99866  -1.59721  -2.53096
H  -1.99348  -1.47900  -1.15639
H  -1.19250  -2.98424  -1.33477
H  -0.89697  2.02995  1.25890
H  -0.03441  0.95480  2.33975
H  0.61225  2.37164  1.77656

Calculated values
E ... -9977.6619 eV
Relative energy (zero: lowest compared OMol25 entry of this formula, charge and spin) ... 249.21 kJ/mol
LUMO level ... -0.1338 Eh
Total charge ... +1
HOMO-LUMO gap ... 11.021 eV
Multiplicity ... 1
SMILES ... CC[C@@H](C)[C@H]([NH3+])C=O

[3]
Below is a molecular structure, C4H4BrN3O3 in a non-equilibrium geometry, with properties calculated with the ωB97M-V functional and the def2-TZVPD basis.

Cartesian coordinates (Å):
C  -0.89663  0.65168  0.79479
C  -1.65419  -0.28171  0.19292
C  0.21331  -1.52617  -0.51397
C  0.60343  0.72143  0.73140
N  1.23915  -0.59278  0.85641
N  -1.05777  -1.32466  -0.51119
N  0.79369  1.38209  -0.58361
O  -1.84321  -2.12343  -1.14672
O  0.49866  2.51592  -0.85855
O  1.17681  0.59965  -1.40975
Br  3.06407  -0.56502  0.59392
H  -1.28400  1.64150  1.11692
H  -2.73826  -0.24280  0.09381
H  0.84189  -2.24030  -0.89874
H  1.04306  1.38461  1.54237

Calculated values
E ... -84858.4415 eV
Relative energy (zero: lowest compared OMol25 entry of this formula, charge and spin) ... 165.13 kJ/mol
LUMO level (alpha / beta) ... -0.0307 / -0.0307 Eh
HOMO-LUMO gap (alpha / beta) ... 8.410 / 8.409 eV
Multiplicity ... 1

[4]
Below is C4H6N2S in the gas phase in a non-equilibrium geometry, with properties calculated with the ωB97M-V functional and the def2-TZVPD basis.

Cartesian coordinates (Å):
C  -1.51567  -0.13200  -0.01526
C  -1.37894  1.24752  0.05000
C  0.01877  1.53257  -0.00841
C  0.79163  0.30064  0.01996
H  -3.05516  -0.66436  0.93040
H  -3.31016  -0.73946  -0.76597
H  -2.04142  2.00388  0.15870
H  0.26817  2.63712  -0.37230
H  2.57296  -0.34110  1.34319
H  0.06570  -1.55955  -0.23771
N  -2.65195  -1.15198  0.07707
N  -0.27242  -0.66113  -0.18184
S  2.40474  -0.39607  -0.03754

Calculated values
E ... -18058.5514 eV
Relative energy (zero: lowest compared OMol25 entry of this formula, charge and spin) ... 233.67 kJ/mol
LUMO level ... 0.0302 Eh
HOMO-LUMO gap ... 8.969 eV
Multiplicity ... 1
SMILES ... Nc1ccc(S)[nH]1

[5]
Below is a molecular structure, C36H64CdFNO20P3 in a non-equilibrium geometry, with properties calculated with the ωB97M-V functional and the def2-TZVPD basis.

Cartesian coordinates (Å):
C  -3.68951  3.83669  -1.65158
C  -2.67361  2.66851  -1.37861
C  -3.51822  1.33061  -1.32901
C  -4.01749  0.83517  -2.70028
C  -2.86571  0.68082  -3.65785
C  -1.99510  2.00111  -3.84927
N  -1.65280  2.55668  -2.47789
O  -0.68746  3.53103  -2.44619
C  -2.69437  3.10231  -4.70876
C  -0.68084  1.54660  -4.56785
C  -1.92427  2.86374  -0.03382
H  -4.45104  3.83717  -2.43143
H  -3.13670  4.77012  -1.75751
H  -4.32937  4.01397  -0.78714
H  -4.31536  1.54883  -0.61834
H  -2.87809  0.55121  -0.91565
H  -4.72173  1.56078  -3.10726
H  -4.55368  -0.11262  -2.65236
H  -3.24539  0.37589  -4.63302
H  -2.17848  -0.07955  -3.28683
H  -2.08902  4.00300  -4.81081
H  -3.63480  3.41729  -4.25657
H  -2.90406  2.72205  -5.70852
H  0.01547  0.99347  -3.93754
H  -0.09522  2.41831  -4.85988
H  -0.86316  0.98201  -5.48223
H  -1.07329  2.23059  0.21727
H  -2.63160  2.75646  0.78853
H  -1.57187  3.89387  0.01868
Cd  0.46667  -0.70896  0.63984
F  0.05321  0.44757  -0.97853
O  -1.23497  -1.28554  1.52545
H  -1.90052  -1.98859  1.39395
C  -1.77386  -4.54210  1.90082
C  -2.16322  -5.81326  1.40513
C  -2.84336  -6.75806  2.22800
C  -3.05054  -6.43418  3.58163
C  -2.58989  -5.21953  4.12359
C  -2.00219  -4.27406  3.25984
O  -1.65676  -3.10882  3.79537
O  -3.16428  -8.00535  1.78756
H  -1.31206  -3.81372  1.25075
H  -1.98336  -6.05602  0.36825
H  -3.54230  -7.16713  4.20401
H  -2.87071  -4.91753  5.12176
H  -1.43576  -2.43996  3.14315
H  -2.80773  -8.14141  0.90667
C  -4.51734  -1.55610  2.14680
C  -5.58122  -2.14937  2.81965
C  -6.40352  -1.33380  3.62781
C  -6.21812  0.04322  3.71433
C  -5.11621  0.59603  3.05365
C  -4.29149  -0.17130  2.24332
O  -3.25431  0.32115  1.52264
O  -7.49170  -1.92158  4.23977
H  -3.86061  -2.23504  1.62320
H  -5.88490  -3.17087  2.64440
H  -6.72441  0.72995  4.37651
H  -4.89851  1.64143  3.21535
H  -2.48927  -0.25802  1.55240
H  -7.85630  -1.33314  4.90491
C  7.15887  4.49006  -1.21078
C  7.45925  3.99350  0.04743
C  6.59303  3.16480  0.81692
C  5.35951  2.93913  0.32003
C  4.99727  3.37898  -0.97706
C  5.93993  4.08358  -1.72835
O  5.38955  4.56848  -2.89932
O  7.08461  2.56863  1.92842
H  7.85547  5.10770  -1.75821
H  8.43857  4.25108  0.42289
H  4.60156  2.29214  0.73632
H  3.99857  3.15842  -1.32399
H  6.13046  4.94799  -3.37747
H  7.95488  2.95818  2.04025
C  -0.71504  1.99984  4.08309
O  0.64883  2.25417  4.01708
P  1.35808  2.02501  2.52643
O  0.77786  0.87195  1.79438
O  1.04753  3.54117  1.90922
C  1.88397  4.04272  0.82835
O  2.90080  2.05520  2.90426
C  3.44061  3.02304  3.76290
H  -0.91933  0.95645  4.32330
H  -1.32237  2.39355  3.26808
H  -1.18555  2.42329  4.97046
H  2.26950  4.99881  1.18240
H  1.30683  4.28998  -0.06264
H  2.72674  3.42740  0.51336
H  3.72417  2.48211  4.66572
H  2.72470  3.82371  3.94869
H  4.40132  3.35561  3.36980
C  0.12156  -1.84498  -3.57755
O  0.55230  -3.11104  -3.07923
P  0.22393  -3.48107  -1.49446
O  0.67742  -2.42362  -0.53138
O  -1.29972  -3.88233  -1.45214
C  -2.33501  -2.90455  -1.21782
O  0.96531  -4.96801  -1.28024
C  1.08265  -5.62883  -0.01695
H  -0.44207  -1.34825  -2.78782
H  -0.53435  -1.92230  -4.44468
H  1.01767  -1.26666  -3.80258
H  -2.01419  -1.86671  -1.30761
H  -2.80941  -3.16486  -0.27162
H  -3.06727  -2.88557  -2.02500
H  1.88982  -5.10071  0.49066
H  1.56544  -6.56179  -0.30780
H  0.22479  -5.87487  0.60887
C  5.68649  -0.43283  1.36109
O  5.24376  -1.17992  0.21532
P  3.81110  -0.85989  -0.51607
O  2.59216  -0.61325  0.35511
O  4.18226  0.36114  -1.51106
C  3.60896  0.50058  -2.91619
O  3.52854  -2.01680  -1.65091
C  4.58206  -2.82347  -2.21357
H  6.09768  -1.13110  2.09009
H  4.80280  0.01368  1.81697
H  6.46773  0.30418  1.17517
H  4.29389  0.13206  -3.67984
H  3.32859  1.49328  -3.26837
H  2.78709  -0.21324  -2.97186
H  4.28449  -3.86392  -2.34405
H  5.48879  -2.71465  -1.61850
H  4.82058  -2.39790  -3.18829

Calculated values
E ... -115953.9546 eV
LUMO level ... -0.2254 Eh
Total charge ... +1
HOMO-LUMO gap ... 2.949 eV
Multiplicity ... 1

[6]
Below is 2 unconnected molecules or ions with the total composition C3H8NO2 in a non-equilibrium geometry, with properties calculated with the ωB97M-V functional and the def2-TZVPD basis.

Cartesian coordinates (Å):
C  1.83783  -0.20173  -1.37723
C  0.94664  0.31408  -0.52302
C  0.96391  -0.01386  0.85174
N  -0.01399  0.26061  1.62309
O  -2.16253  -0.08096  0.40400
O  -1.82048  0.15621  -0.91692
H  2.01116  0.24630  -2.34559
H  2.33880  -1.04853  -1.19162
H  1.87854  -0.38453  1.39689
H  0.24283  1.06645  -0.95582
H  -2.25378  -0.54042  -1.45254
H  -0.93541  0.31879  1.22929
H  0.12228  0.21725  2.61207
H  -3.15580  -0.30965  0.64566

Calculated values
E ... -8814.5272 eV
Relative energy (zero: lowest compared OMol25 entry of this formula, charge and spin) ... 523.45 kJ/mol
LUMO level ... -0.1827 Eh
Total charge ... +1
HOMO-LUMO gap ... 9.685 eV
Multiplicity ... 1

Q: Among the records above, which one has the lowest E?
A: C36H64CdFNO20P3